No. 1
A cluster of 2 separate species, C4H10O3 in total. Source: the OMol25 dataset; level of theory: ωB97M-V with the def2-TZVPD basis set.

Structure (XYZ):
```
17
Properties=species:S:1:pos:R:3:forces:R:3:mulliken_charge:R:1
C -0.921491 -0.499261 1.206995 -1.9 1.2 1.4 -0.507
O -0.669257 2.789722 -0.229553 0.3 -0.1 -1.1 -0.447
H -2.284488 0.311216 -0.309491 -0.9 -0.8 -2.5 0.405
H 2.698432 -3.413616 -4.349695 0.1 1.3 0.9 0.326
H -0.412120 2.830935 -1.175986 0.2 1.3 0.5 0.378
H 2.893488 -2.006888 -3.494650 -0.7 -0.4 0.4 0.324
O 0.627351 0.983016 -0.589875 0.0 0.7 0.6 -0.522
C -1.542627 0.630098 0.325607 2.2 1.9 4.7 -0.665
H -0.410795 -1.192630 0.597572 0.3 -0.9 -0.8 0.286
H 1.032850 0.050041 1.662183 -0.5 0.7 1.2 0.279
H -1.749843 -0.987840 1.738591 0.2 -0.2 -0.3 0.396
H -2.110308 1.419258 0.901155 0.3 -1.2 0.3 0.257
H -0.285594 1.017196 2.735538 1.1 -2.0 -0.7 0.249
C -0.365118 1.474145 -0.106325 -1.0 -2.0 -2.5 0.521
C 0.089276 0.009941 2.263572 -0.1 -0.6 0.3 -0.930
H 0.235262 -0.849079 3.035699 -0.3 1.8 -1.0 0.300
O 3.174981 -2.566256 -4.211337 0.6 -0.9 -1.3 -0.650
```
Forces are in eV/Å.

The multiplicity is 1. Its highest occupied orbital energy is -10.6 eV. Its structure (SMILES) is CCCC(=O)O.O. The calculation puts the frontier orbital gap at 11.147 eV.

---

No. 2
An isolated molecule of C6H9NO. Source: the OMol25 dataset; level of theory: ωB97M-V with the def2-TZVPD basis set.

Structure (XYZ):
```
17
Properties=species:S:1:pos:R:3:forces:R:3:mulliken_charge:R:1
H 1.447361 2.074417 -0.089566 -3.1 -0.6 -2.4 0.353
C -0.249165 1.172213 0.590929 -1.0 -0.8 2.3 -0.408
H 2.935511 -0.169889 0.487566 -3.2 -0.6 -1.0 0.275
C 1.911714 -0.546962 -0.139888 2.4 3.8 0.6 -1.280
C 0.606956 0.352324 -0.260841 0.3 -5.3 -0.4 0.974
H 1.646496 -1.524994 0.200187 0.0 -0.6 -0.1 0.362
C -0.470763 -0.673816 -0.839839 -1.3 2.4 0.9 -0.461
H 0.033791 1.117571 1.754386 -0.4 1.3 -2.8 0.275
H -0.302813 -1.573167 -1.569400 -0.3 2.1 1.3 0.384
C -1.269240 -0.816791 0.517017 -3.0 -5.1 1.1 -0.587
O -1.636110 0.354141 -1.163259 1.4 -2.4 -2.4 -0.424
C -1.832575 0.531674 0.172466 2.9 2.7 1.0 0.026
N 0.477229 1.668890 -0.634148 4.0 4.0 2.6 -0.702
H -1.978638 -1.673058 0.115947 0.5 1.4 1.6 0.280
H 2.359808 -0.449341 -1.155624 -0.6 -0.9 0.4 0.345
H -2.753525 1.233500 0.325317 1.7 -1.8 0.6 0.362
H -0.926031 -1.076708 1.688747 -0.3 0.7 -3.5 0.226
```
Forces are in eV/Å.

The multiplicity is 1. Its highest occupied orbital energy is -9.0 eV. Its structure (SMILES) is C[C@]12N[C@H]1[C@@H]1C[C@H]2O1. The calculation puts the frontier orbital gap at 9.878 eV.

---

No. 3
A structure of composition C32H26CaIN2OS6Sb. Source: the OMol25 dataset; level of theory: ωB97M-V with the def2-TZVPD basis set.

Structure (XYZ):
```
70
Properties=species:S:1:pos:R:3:forces:R:3:mulliken_charge:R:1
H 0.248019 0.844485 -2.606825 -0.4 -0.2 -0.4 0.092
H -3.982818 1.939073 -6.009996 -0.9 0.1 -0.4 0.424
H -3.131734 -1.848139 -0.029074 -0.3 0.3 -1.0 0.456
S -0.905770 -2.953395 5.595578 0.1 0.0 -0.1 -0.460
C 1.122934 5.135266 -3.510874 -0.5 0.0 -0.2 -0.647
C 0.796030 -3.925769 1.082733 1.0 0.6 -0.8 -0.097
O -1.596706 0.477459 -0.358052 0.0 0.8 -0.5 -0.534
H 0.233901 6.726597 -4.613702 -0.1 0.3 -0.2 0.395
H 3.837115 -0.115399 5.925307 -0.4 0.2 -0.4 0.361
C 0.595531 -2.114099 5.894993 -1.5 -0.4 -1.3 0.841
C -2.968020 2.039887 -5.727854 1.5 0.7 0.1 -0.606
C 2.587945 -1.442021 6.954410 -1.5 -0.4 1.1 -0.336
Ca -0.009709 -0.543476 1.132470 0.3 0.0 0.2 1.037
C -1.162156 5.814904 -3.284968 -1.5 1.1 -0.7 -0.679
S -1.661411 1.545969 -1.445363 -0.8 -0.1 1.1 0.058
H -3.250475 0.817666 -4.027877 -0.3 -0.4 0.4 0.431
S 1.578249 1.599133 1.897853 -0.2 0.3 -0.1 -0.808
N 1.450692 -2.826535 1.503401 -0.7 -0.6 0.1 0.456
C 0.068539 5.981138 -3.857031 1.2 -0.1 -0.3 -0.288
C 2.083511 -0.614743 4.734951 -0.1 -0.1 0.8 0.054
S 1.794157 -0.596777 -0.987139 0.5 0.7 0.0 -0.733
C 2.773129 -2.841967 1.523526 0.7 -0.1 -0.4 -0.219
C -0.955225 -2.255995 3.971454 0.1 -0.2 -0.3 -0.175
H -0.279549 -3.830283 0.999894 -0.1 -0.2 0.2 0.157
H 4.611395 -3.895449 1.056059 -0.1 0.2 0.1 0.415
C -0.741316 2.886808 -6.028270 0.4 0.6 0.1 -0.523
C -1.373963 4.802440 -2.377637 -0.4 -0.6 -0.1 -0.036
H -0.787955 3.147269 0.081720 0.3 -0.2 -1.4 0.488
C -3.853423 -4.056560 2.418806 -0.5 0.0 0.1 -0.531
C 0.904951 4.158465 -2.557407 0.4 -0.6 0.2 0.294
C -3.083356 -2.371048 0.889363 0.6 -0.3 1.8 -0.300
C -2.540691 1.391700 -4.579515 -0.3 0.4 -0.8 -0.570
H 1.162965 -2.802379 7.850313 -0.2 0.1 -0.1 0.354
H -2.009569 6.478272 -3.628930 0.9 -0.9 0.5 0.257
S 4.893709 0.104191 1.248831 0.3 -0.3 0.1 -0.828
H 3.205278 -1.443541 7.852248 0.1 0.0 -0.3 0.330
C 0.902714 -1.371998 4.742512 1.2 1.0 0.2 -0.684
H -4.515278 -4.858918 2.686798 -0.3 -0.3 0.0 0.378
C 2.887590 -5.051547 0.562316 -0.6 0.7 -0.2 -0.218
H 3.390002 -5.866767 0.074664 0.3 -0.2 0.1 0.383
H -2.391812 3.452455 -7.248385 -0.1 0.2 -0.5 0.401
H -4.693813 -3.689873 0.486794 -0.8 -0.3 -0.4 0.378
C -0.835117 0.828945 -2.849009 1.2 1.4 -0.5 -0.905
H -1.182567 -0.162972 -2.823290 -0.3 -1.4 0.1 0.673
S 3.888421 2.886247 -1.064321 -0.4 -0.1 -0.1 -0.711
H 1.711827 3.489635 -2.249758 0.1 0.2 -0.1 -0.170
C -2.044157 -1.961573 1.770659 0.1 -0.2 -0.4 -0.892
C -0.488495 2.850977 -0.977279 0.2 -0.5 1.0 0.547
C -0.313538 2.217537 -4.902081 -0.7 -0.4 0.0 -0.242
H 2.397391 0.005067 3.923204 -0.2 0.2 -0.7 0.387
C -2.884376 -3.674455 3.306531 0.9 -0.3 1.9 -0.677
C -3.990938 -3.375367 1.217624 1.1 0.3 -0.2 -0.746
Sb 3.133368 1.096591 0.180329 -0.2 -0.7 0.0 1.081
C -0.350218 3.956607 -1.989216 0.4 0.3 0.2 -0.083
C -1.969331 -2.670403 2.989678 -0.8 0.6 -0.4 1.832
H -0.027385 3.542519 -6.501621 0.0 0.0 -0.4 0.384
H -2.787182 -4.147864 4.327383 -0.3 0.2 -1.3 0.181
H 2.063427 5.173697 -4.054317 0.0 0.1 0.3 0.394
C 2.872146 -0.624453 5.879601 0.9 -0.4 -0.2 -0.931
C 3.528950 -3.936325 1.065726 0.0 0.1 0.3 -0.751
C 1.501608 -4.997957 0.541968 -0.8 0.0 0.4 -0.257
H 3.281724 -1.913623 1.796258 0.0 -0.2 0.0 0.171
H -2.377021 4.563052 -2.106027 -0.6 0.1 0.6 0.401
C -1.238167 1.501084 -4.147196 1.1 -0.3 0.7 0.521
H 0.468424 2.309179 -0.874477 -0.3 0.3 0.1 -0.787
N 0.009979 -1.438276 3.697979 -0.4 -0.4 0.1 0.082
C -2.055794 2.857244 -6.428493 -1.0 -0.9 0.6 -0.535
I 0.352638 -6.490994 -0.370276 0.1 -0.2 0.0 -0.002
C 1.377959 -2.172445 6.995335 2.1 0.4 0.9 -0.684
H 0.722787 2.261837 -4.643021 0.4 0.0 0.4 0.552
```
Forces are in eV/Å.

The multiplicity is 1. The net charge is -2. Its highest occupied orbital energy is -1.6 eV. The calculation puts the frontier orbital gap at 5.020 eV.

---

No. 4
The ion C6H14 with charge +1. Source: the OMol25 dataset; level of theory: ωB97M-V with the def2-TZVPD basis set.

Structure (XYZ):
```
20
Properties=species:S:1:pos:R:3:forces:R:3:mulliken_charge:R:1
C -0.922284 -2.245783 0.889232 -1.3 -0.2 -0.2 -1.036
H -1.813961 -2.784103 1.328553 1.1 1.2 -0.2 0.348
H 1.419810 -0.810200 1.431757 -0.5 0.7 0.7 0.401
C -0.939278 -0.689990 0.786341 -1.3 0.9 3.6 -0.742
H -0.013262 -2.423388 1.432604 0.5 -0.4 0.6 0.319
H -2.056587 -0.452642 0.622866 0.8 -0.3 -0.5 0.372
C 0.652290 1.811598 -1.690200 -4.0 -2.9 -0.4 -1.092
H -0.059553 -0.621882 -1.062280 0.5 -0.1 -0.2 0.383
C -0.293827 1.371123 -0.546755 0.0 2.6 0.1 -0.726
H -1.377429 1.367816 -0.903782 1.4 0.1 0.7 0.373
C 1.394914 -0.054649 0.650766 -0.1 -1.2 -0.8 -1.317
H 1.627616 1.532552 -1.532889 2.4 -0.3 0.6 0.396
C 0.013407 -0.081084 -0.116930 -0.2 -2.7 0.4 0.702
H -0.850117 -0.220444 1.857220 0.0 -0.7 -1.7 0.333
H 0.274057 1.148495 -2.579894 0.8 2.1 1.0 0.322
H -0.790238 -2.645758 -0.086707 0.1 -0.5 -0.9 0.380
H 0.499942 2.857858 -1.674764 0.1 1.3 -1.0 0.371
H 1.663735 0.943790 0.881829 0.4 0.6 0.8 0.397
H 2.159714 -0.495785 0.023251 0.1 0.3 -1.1 0.381
H -0.115061 1.936395 0.427523 -0.7 -0.3 -1.4 0.434
```
Forces are in eV/Å.

The multiplicity is 2. The net charge is +1. Its highest occupied orbital energy (spin up / spin down) is -16.4 / -16.3 eV. The calculation puts the frontier orbital gap (spin up / spin down) at 13.812 / 6.250 eV.

---

No. 5
A structure of composition C36H46AsIrN2OSi3. Source: the OMol25 dataset; level of theory: ωB97M-V with the def2-TZVPD basis set.

Structure (XYZ):
```
90
Properties=species:S:1:pos:R:3:forces:R:3:mulliken_charge:R:1
Si 0.099180 -3.660435 1.091809 0.1 -0.6 0.3 0.401
N 0.575153 2.884999 -0.287790 0.1 0.3 -0.1 0.686
H -1.982976 -4.849856 1.783443 0.0 0.0 0.0 0.425
H 1.589502 -2.817917 2.931270 0.0 0.0 0.0 0.294
C 1.259169 5.531027 -0.824261 0.1 -0.1 0.0 -1.138
C -4.576342 0.836280 -1.534167 0.3 -0.1 0.2 -1.390
H -2.320677 -3.176648 1.322994 0.0 0.0 0.0 0.218
H -4.937600 -0.479683 3.032734 0.0 0.0 0.0 0.461
C 3.307074 0.776563 3.092627 0.0 0.1 0.1 -1.092
H -3.573297 -1.697445 -3.234809 0.0 0.0 0.0 0.542
O 0.003090 0.412151 1.606121 -0.2 0.2 -0.1 0.561
C 2.553468 -4.217409 -2.483016 -0.2 0.1 0.1 -1.168
H -5.303249 0.044151 -1.344651 0.0 0.0 0.0 0.429
C 1.836742 3.220393 -0.524933 -0.5 -0.1 0.1 0.670
Si 0.789710 -3.542531 -2.555285 0.2 -0.2 -0.3 0.566
H -2.029290 2.342439 -2.642232 0.0 0.0 0.0 0.245
C 2.804687 2.116052 -0.559609 0.4 -0.3 -0.1 1.291
H 1.847706 3.546665 4.371144 0.0 0.0 0.0 0.448
C -1.279862 0.273745 2.046652 0.1 -0.2 0.0 -0.094
C -3.917916 -0.257422 2.747945 -0.2 0.0 0.0 -1.107
H 5.344584 -0.771591 -0.919709 0.0 0.0 0.0 0.462
H 2.958871 -1.205768 -1.222614 0.0 0.0 0.0 0.111
H -4.881721 1.347736 -2.448454 0.1 0.0 0.0 0.465
C -0.085957 5.207430 -0.542366 -0.1 -0.3 0.0 0.778
C -2.965868 0.022130 3.731023 0.1 0.0 -0.1 -0.868
H -0.046524 -2.178078 3.116298 -0.1 0.2 0.0 0.042
C -2.405108 5.807045 -0.238506 0.1 0.1 -0.1 -0.774
C -2.698926 4.471249 0.089565 0.1 -0.2 0.0 -0.742
H -3.712584 4.194023 0.350418 0.0 0.0 0.0 0.472
C 2.337094 0.820130 -0.861363 -1.1 0.5 0.0 -0.348
C 0.530139 -3.051032 2.822842 0.0 0.1 -0.3 -0.867
H 6.125695 1.490031 -0.268100 0.0 0.0 0.0 0.411
C -3.565058 -0.257322 1.422548 -0.1 -0.1 0.0 -0.890
H -3.245775 0.023752 4.775178 0.0 0.0 0.0 0.469
C 0.646530 -2.442543 -4.088175 -0.1 -0.1 0.3 -1.234
H -1.855972 -1.839120 -2.842906 0.0 0.0 0.0 -0.334
H 3.269775 -3.419072 -2.689060 0.0 0.0 0.0 0.307
H 4.501875 3.323657 -0.027203 0.1 0.0 -0.1 0.453
Si -2.835463 0.147460 -1.729877 -0.2 -0.1 -1.1 0.322
C -2.239078 0.035731 1.012174 0.2 0.0 0.0 0.237
H -4.633486 1.557757 -0.716202 0.0 0.0 0.0 0.388
H 0.974542 -5.728753 -0.075195 0.0 0.0 0.0 0.273
H 2.322565 -0.624329 1.777767 0.0 0.0 0.0 0.844
H 2.793254 -4.645957 -1.509328 0.0 0.0 -0.1 0.276
C -0.388950 3.852120 -0.256144 0.1 0.4 0.0 -0.722
H 0.922138 -1.412547 -3.848263 0.0 0.0 0.0 0.290
H -1.940377 2.495869 0.351982 0.0 0.0 0.0 0.539
H 3.239789 4.781574 -1.025016 0.0 0.0 0.0 0.491
C 0.870911 2.122763 3.109930 -0.2 0.0 -0.2 -0.266
C 4.635102 0.037074 -0.796199 0.0 0.0 0.0 -0.874
H -0.907248 0.444848 4.146447 0.0 0.0 0.0 0.530
C 2.208235 4.553928 -0.798987 0.1 0.3 0.0 -1.063
C -2.838295 -1.600019 -2.432739 -0.1 0.3 0.2 -0.617
N -1.856836 0.133298 -0.267676 0.5 0.6 0.3 0.056
H -0.877165 7.196409 -0.771985 0.0 0.0 0.0 0.434
H -3.194647 6.546248 -0.244000 0.0 0.0 0.0 0.404
C 1.952182 2.619829 3.822766 0.0 0.0 0.0 -0.969
H 1.522847 6.554703 -1.060138 0.0 0.0 0.0 0.435
C 2.235049 0.270746 2.378957 -0.3 -0.2 -0.1 0.015
H 4.255003 0.255134 3.075283 0.0 0.0 0.0 0.509
H -2.066275 1.115807 -3.915680 0.0 -0.1 0.0 0.536
As 0.428803 -2.113472 -0.685087 -0.2 -0.2 0.0 0.345
C 1.225156 -5.156264 0.818339 -0.3 0.2 -0.1 -1.118
H -0.361038 -2.438036 -4.507102 0.0 0.0 0.0 0.344
C 1.020711 0.937195 2.409777 0.4 0.2 0.2 -0.131
C -1.120493 6.166949 -0.538590 -0.1 0.1 0.0 -0.811
C -1.836442 1.291170 -2.863185 -0.3 -0.1 0.4 -1.147
H 1.322797 -2.795293 -4.869173 0.0 0.0 0.0 0.454
H -3.077503 -2.341265 -1.665811 0.0 0.0 0.0 0.275
H -4.302324 -0.485341 0.664821 0.0 0.0 0.0 0.462
H -2.074560 -4.406946 0.072909 0.0 0.0 0.0 0.265
C -1.647446 0.276146 3.377792 0.1 -0.1 0.2 -0.382
C -1.715277 3.518277 0.086733 -0.2 -0.1 0.0 0.235
H -1.508716 -4.532696 -2.596842 0.0 0.0 0.0 0.265
C -1.747294 -4.068662 1.057603 0.3 0.1 -0.1 -0.928
H -0.367496 -5.530212 -3.499805 0.0 0.0 0.0 0.431
H 2.261710 -4.824693 0.730488 0.0 0.0 0.0 0.276
H -0.744436 1.123399 -2.754506 -0.1 0.1 -0.3 0.352
H 0.294810 -3.846785 3.534415 0.0 -0.1 -0.1 0.470
H -0.068362 2.661192 3.085325 0.0 0.0 0.0 0.542
H 1.161574 -5.825856 1.679052 0.0 0.0 0.0 0.407
C 3.278212 -0.197893 -0.974752 0.0 -0.2 -0.1 -0.136
H -0.389071 -5.594866 -1.737795 0.0 0.0 0.0 0.233
C 5.074012 1.305576 -0.444342 0.1 -0.1 0.0 -0.905
Ir 0.210841 0.642250 -0.857657 0.7 -1.1 0.6 1.809
C 3.164456 1.946944 3.825602 0.1 0.0 0.0 -0.751
C -0.491434 -4.929127 -2.596243 0.2 0.2 0.1 -0.985
C 4.161733 2.339913 -0.329020 -0.2 0.2 0.0 -0.945
H 2.697124 -4.993636 -3.237767 -0.1 0.0 0.0 0.395
H 4.000832 2.334544 4.391553 0.0 0.0 0.0 0.449
```
Forces are in eV/Å.

The multiplicity is 6. The net charge is +1. Its highest occupied orbital energy (spin up / spin down) is -8.7 / -10.8 eV. The calculation puts the frontier orbital gap (spin up / spin down) at 6.118 / 6.113 eV.

---

No. 6
A structure of composition C13H17HoN3S5. Source: the OMol25 dataset; level of theory: ωB97M-V with the def2-TZVPD basis set.

Structure (XYZ):
```
39
Properties=species:S:1:pos:R:3:forces:R:3:mulliken_charge:R:1
S 0.830990 3.495410 3.955174 0.0 0.0 0.0 -0.168
N 2.298790 -0.148890 0.926474 -0.5 0.3 0.1 -0.144
S 4.753390 0.615210 1.102474 -0.3 -0.3 -0.1 -0.163
C 3.074190 0.903710 0.999774 0.0 -0.1 -0.1 -0.074
H 1.454790 -2.764790 0.875374 0.3 -0.1 -0.1 -0.015
H 6.388390 -1.999590 1.126774 0.1 0.0 0.0 0.420
C 4.440090 -1.095590 1.040274 -0.4 0.1 0.0 0.708
H 2.697190 1.915410 0.985974 -0.1 0.0 0.1 0.492
H -3.622410 3.572910 -0.101426 -0.1 0.0 -0.1 0.346
H -2.031410 -2.082390 -2.592626 0.1 0.0 0.0 0.391
H -1.540210 1.906910 -2.514126 0.0 0.0 0.0 0.409
C 4.800290 -3.442990 1.030674 0.1 0.1 0.0 -0.543
C -2.117210 2.568010 -1.873626 0.2 0.2 -0.4 -1.230
C 2.540190 -2.601990 0.927774 -0.2 0.2 0.0 -0.482
C 3.421290 -3.658890 0.957974 -0.1 -0.1 0.0 -0.875
C 5.324290 -2.167090 1.072274 0.0 0.0 0.0 -0.456
N -2.592410 -0.272590 -1.770126 0.2 0.3 0.3 0.134
C -3.182210 2.667110 0.305474 -0.3 0.4 0.6 -0.895
H -3.796410 0.968210 -2.962826 0.0 0.0 0.0 0.382
H -2.337710 2.941810 0.942374 -0.2 0.0 -0.1 0.305
Ho -0.147310 -0.287490 1.552174 0.5 1.3 0.5 0.685
H -4.045210 -0.765190 -3.166326 0.0 0.0 0.0 0.421
S 0.011890 2.251910 1.396674 0.1 -0.3 -0.1 -0.398
C -2.237510 -1.666290 -1.608826 0.3 -0.4 0.2 -0.756
H 5.466290 -4.292090 1.057474 0.0 0.0 0.0 0.395
C 0.424590 2.158910 3.131774 0.1 0.1 -0.1 0.304
H -2.851910 3.108510 -2.470026 0.0 0.0 -0.1 0.350
H 3.047790 -4.670290 0.920674 0.0 -0.1 0.0 0.405
C -3.291910 0.009810 -3.011426 -0.1 0.2 -0.3 -1.159
N -2.748510 1.838110 -0.795726 0.1 -0.6 -0.1 0.179
C -2.695110 0.516910 -0.683926 -0.2 -0.3 0.4 0.282
H -2.601910 -0.000290 -3.853926 0.0 0.1 -0.1 0.356
S -2.857310 -0.230390 0.882874 0.6 -0.2 0.1 -0.320
C 3.050990 -1.304290 0.962574 0.6 -0.3 0.0 0.728
H -1.437810 3.296010 -1.426126 0.0 0.0 0.0 0.430
H -1.328210 -1.755090 -0.987626 -0.4 -0.1 -0.3 0.035
S 0.402090 0.569510 3.903574 -0.3 -0.4 -0.3 -0.260
H -3.921010 2.139710 0.900974 0.0 0.1 0.0 0.378
H -3.043810 -2.237890 -1.138926 0.1 0.0 0.0 0.404
```
Forces are in eV/Å.

The multiplicity is 5. The net charge is +1. Its highest occupied orbital energy (spin up / spin down) is -10.4 / -10.4 eV. The calculation puts the frontier orbital gap (spin up / spin down) at 6.792 / 6.848 eV.

---

> Which formula does entry 2 have?

C6H9NO